# 1
{
  "formula": "C24H54NO11P2",
  "method": "ωB97M-V with the def2-TZVPD basis set",
  "symbols": ["C", "C", "C", "C", "C", "N", "O", "C", "C", "C", "C", "C", "C", "C", "O", "O", "H", "H", "H", "H", "H", "H", "H", "H", "H", "H", "H", "H", "H", "H", "H", "H", "H", "H", "H", "H", "H", "H", "H", "H", "O", "P", "O", "C", "C", "O", "C", "C", "O", "C", "C", "H", "H", "H", "H", "H", "H", "H", "H", "H", "H", "H", "H", "H", "H", "H", "O", "P", "O", "C", "C", "O", "C", "C", "O", "C", "C", "H", "H", "H", "H", "H", "H", "H", "H", "H", "H", "H", "H", "H", "H", "H"],
  "xyz": [[-2.5905, -2.5322, 1.6265], [-3.4948, -1.2349, 1.3590], [-2.6687, 0.1648, 1.4535], [-3.0821, 1.0506, 2.7421], [-1.8799, 1.9234, 3.3509], [-0.8017, 2.2191, 2.3475], [-1.3445, 1.4279, 4.6035], [-0.8614, 0.0631, 4.5001], [0.6034, 0.0249, 5.1525], [0.4617, -0.7217, 6.5960], [1.6983, -0.8042, 4.3220], [1.7967, -0.3618, 2.7615], [3.1574, -0.4219, 4.9449], [-2.5241, 3.3823, 3.6972], [-3.6898, 3.4462, 4.2330], [-1.8939, 4.5707, 3.3991], [-2.6557, -2.8670, 2.7264], [-3.0387, -3.4137, 1.0259], [-1.5081, -2.4379, 1.2581], [-3.8714, -1.2932, 0.2777], [-4.3273, -1.2254, 2.1384], [-2.8443, 0.8262, 0.5285], [-1.5643, -0.1289, 1.4275], [-3.4135, 0.3068, 3.5479], [-3.9889, 1.6792, 2.4309], [-0.2507, 1.3708, 2.1521], [-0.1419, 2.8789, 2.8082], [-1.6264, -0.5852, 5.0775], [-0.8379, -0.3544, 3.4401], [1.0363, 1.0698, 5.3530], [-0.4349, -1.4374, 6.6303], [0.3601, 0.0111, 7.4647], [1.3843, -1.3870, 6.8038], [1.4779, -1.9223, 4.4485], [1.9126, 0.7870, 2.7692], [2.6670, -0.8664, 2.2166], [0.8519, -0.6249, 2.1696], [3.9196, -0.9431, 4.2711], [3.2522, -0.6812, 6.0474], [3.2734, 0.7082, 4.7354], [4.8579, 0.5721, 0.2263], [6.2060, 0.9155, -0.4111], [5.8113, 0.4835, -1.9599], [4.9603, 1.3441, -2.7017], [5.6709, 2.6204, -3.1116], [6.9848, -0.4842, 0.0255], [6.5145, -1.2609, 1.1216], [5.5402, -2.3295, 0.6559], [7.7331, 1.4124, -1.0233], [8.2646, 2.6003, -0.4370], [8.3986, 2.4971, 1.0717], [4.0569, 1.5700, -2.1265], [4.6536, 0.7972, -3.5969], [5.8476, 3.2611, -2.2419], [5.0721, 3.1876, -3.8281], [6.6446, 2.4020, -3.5581], [6.0739, -0.6202, 1.8894], [7.3835, -1.7437, 1.5785], [4.7750, -1.9287, -0.0135], [5.0436, -2.7985, 1.5087], [6.0661, -3.1044, 0.0925], [7.6256, 3.4490, -0.7009], [9.2471, 2.7742, -0.8851], [7.4194, 2.3900, 1.5517], [8.8768, 3.3893, 1.4765], [8.9900, 1.6184, 1.3467], [-4.5050, -1.1020, -6.3790], [-5.3238, -0.9061, -5.0994], [-4.0884, -0.2955, -4.1836], [-3.6734, 1.0421, -4.4174], [-4.6972, 2.0434, -3.9173], [-5.2308, -2.4815, -4.5827], [-4.9752, -3.5322, -5.5066], [-3.4867, -3.8181, -5.6102], [-6.3300, -0.6629, -3.7281], [-7.6510, -0.2058, -4.0159], [-8.3969, -1.1328, -4.9588], [-3.4692, 1.1938, -5.4822], [-2.7342, 1.1848, -3.8774], [-5.5928, 2.0284, -4.5472], [-4.2925, 3.0579, -3.9362], [-5.0125, 1.8071, -2.8979], [-5.4115, -3.3048, -6.4823], [-5.4862, -4.4261, -5.1366], [-2.8985, -2.9068, -5.7426], [-3.2790, -4.4895, -6.4468], [-3.1245, -4.2869, -4.6920], [-7.5986, 0.8014, -4.4413], [-8.1864, -0.1355, -3.0650], [-7.9173, -1.1686, -5.9437], [-9.4244, -0.7950, -5.0960], [-8.4056, -2.1547, -4.5675]],
  "lowdin_charge": [-0.15, -0.25, -0.20, -0.10, -0.42, 0.08, -0.11, -0.17, -0.27, -0.09, -0.36, -0.09, -0.10, -0.52, -0.11, -0.21, 0.07, 0.06, 0.07, 0.10, 0.10, 0.11, 0.07, 0.11, 0.13, 0.02, 0.08, 0.13, 0.09, 0.15, 0.07, 0.08, 0.06, 0.14, 0.09, 0.07, 0.06, 0.06, 0.07, 0.09, -0.22, 0.70, -0.23, -0.30, -0.09, -0.23, -0.30, -0.08, -0.21, -0.31, -0.09, 0.11, 0.12, 0.06, 0.08, 0.08, 0.10, 0.11, 0.07, 0.07, 0.07, 0.10, 0.12, 0.07, 0.08, 0.09, -0.23, 0.70, -0.23, -0.30, -0.08, -0.22, -0.31, -0.08, -0.20, -0.31, -0.09, 0.11, 0.12, 0.06, 0.08, 0.09, 0.10, 0.11, 0.07, 0.07, 0.08, 0.10, 0.13, 0.07, 0.08, 0.09],
  "homo_energy_ev": -3.7,
  "gap_ev": 3.53,
  "e_tot_ev": -68350.5458,
  "total_charge": -1,
  "largest_force_ev_per_a": 9.57,
  "molar_mass_g_mol": 594.64
}

# 2
{
  "formula": "C22H32IN2O2PYb",
  "method": "ωB97M-V with the def2-TZVPD basis set",
  "symbols": ["C", "C", "C", "C", "C", "C", "C", "C", "C", "C", "C", "C", "C", "C", "P", "N", "C", "O", "C", "C", "N", "C", "C", "I", "C", "C", "C", "O", "H", "H", "H", "H", "H", "H", "H", "H", "H", "H", "H", "H", "H", "H", "H", "H", "H", "H", "H", "H", "H", "H", "H", "H", "H", "H", "H", "H", "H", "H", "H", "H", "Yb"],
  "xyz": [[0.5081, 6.2635, -0.7908], [0.5125, 6.9654, -2.1926], [-0.2257, 6.1377, -3.2572], [0.4881, 4.7848, -3.5652], [-0.5035, 3.6278, -3.8452], [-0.7654, 2.7031, -2.6137], [-2.2812, 2.7519, -2.2663], [-2.6136, 2.2006, -0.8601], [-2.6114, 0.6404, -0.8337], [-1.2810, 0.1429, -0.2242], [-1.3072, -1.3895, 0.1563], [-0.5149, -1.5643, 1.4697], [-0.0295, -2.9779, 1.7251], [-0.1139, -3.5781, 2.9141], [-0.8675, -2.8158, 4.4396], [-1.6149, -3.8544, 5.3418], [0.4570, -5.0006, 3.1118], [-0.0834, -5.8493, 3.7745], [1.7425, -5.2358, 2.3473], [2.8074, -5.9826, 2.8413], [2.7897, -6.5974, 4.1062], [3.9376, -6.0701, 2.0205], [3.9871, -5.4732, 0.7855], [5.6994, -5.6761, -0.4504], [2.9269, -4.7177, 0.2868], [1.8153, -4.6206, 1.0924], [0.6401, -3.7914, 0.6196], [0.2511, -3.8083, -0.5296], [1.4004, 5.6249, -0.7420], [0.5316, 6.9973, 0.0208], [-0.4039, 5.6512, -0.7143], [0.0266, 7.9390, -2.0412], [1.5547, 7.1828, -2.4629], [-0.2907, 6.7587, -4.1596], [-1.2313, 5.9065, -2.8660], [1.2261, 4.5485, -2.7863], [1.0593, 4.9522, -4.4890], [-0.1447, 3.0719, -4.7213], [-1.4571, 4.0893, -4.1488], [-0.1651, 3.0712, -1.7711], [-0.4497, 1.6799, -2.8786], [-2.5424, 3.8184, -2.2788], [-2.8707, 2.2393, -3.0843], [-3.5747, 2.5598, -0.4679], [-1.8548, 2.5838, -0.1685], [-3.4769, 0.2462, -0.2652], [-2.6808, 0.3001, -1.8883], [-0.9269, 0.7606, 0.6082], [-0.5075, 0.2476, -1.0038], [-2.3722, -1.6610, 0.2452], [-0.8690, -1.9096, -0.7021], [-1.1016, -1.1241, 2.2798], [0.3884, -0.9321, 1.3784], [-1.8299, -1.8391, 4.0611], [0.1845, -2.2437, 5.2062], [-1.1925, -3.8991, 6.2631], [3.3596, -6.0464, 4.7407], [1.8515, -6.7057, 4.4722], [4.8105, -6.6234, 2.3626], [2.9384, -4.2144, -0.6750], [-3.5556, -0.1731, -3.0687]],
  "lowdin_charge": [-0.10, -0.25, -0.21, -0.19, -0.20, -0.18, -0.21, -0.16, -0.26, -0.17, -0.17, -0.14, -0.14, -0.17, 0.75, -0.30, -0.31, 0.13, -0.04, -0.23, 0.12, -0.07, -0.67, 0.89, -0.09, -0.11, -0.26, 0.10, 0.06, 0.07, 0.05, 0.11, 0.11, 0.12, 0.10, 0.11, 0.12, 0.11, 0.10, 0.12, 0.10, 0.12, 0.07, 0.13, 0.13, 0.14, -0.11, 0.13, 0.12, 0.11, 0.09, 0.08, 0.14, 0.00, 0.02, -0.03, 0.11, 0.08, 0.12, 0.11, 1.82],
  "homo_energy_ev": -12.0,
  "gap_ev": 2.12,
  "e_tot_ev": -79304.7559,
  "total_charge": 2,
  "largest_force_ev_per_a": 6.89,
  "molar_mass_g_mol": 687.43
}